No. 1
{
  "formula": "C31H46HoNO2",
  "method": "ωB97M-V with the def2-TZVPD basis set",
  "elements": ["O", "C", "C", "H", "H", "C", "H", "H", "C", "H", "H", "H", "C", "H", "H", "H", "Ho", "C", "C", "C", "H", "C", "C", "H", "H", "H", "H", "C", "C", "C", "H", "C", "C", "H", "H", "H", "H", "O", "C", "C", "H", "H", "C", "H", "H", "C", "H", "H", "H", "H", "C", "C", "C", "C", "C", "C", "C", "C", "N", "C", "C", "C", "C", "H", "H", "H", "H", "H", "H", "H", "H", "H", "H", "H", "H", "H", "H", "H", "H", "H", "H"],
  "xyz": [[-0.806, 2.267, -2.125], [0.058, 2.405, -3.285], [-0.569, 3.726, -3.751], [-0.317, 1.387, -3.569], [1.154, 2.352, -3.203], [-1.725, 3.248, -2.809], [-0.570, 4.011, -4.825], [-0.132, 4.607, -3.201], [-2.864, 2.481, -3.468], [-2.565, 1.556, -3.972], [-3.326, 3.126, -4.222], [-3.638, 2.116, -2.754], [-2.252, 4.232, -1.731], [-1.412, 4.859, -1.378], [-2.679, 3.770, -0.833], [-2.995, 4.958, -2.132], [-0.161, 0.097, 0.020], [0.917, 2.204, 1.362], [1.969, 1.255, 1.181], [2.541, 1.452, -0.120], [2.363, 0.594, 1.946], [1.840, 2.518, -0.713], [0.768, 2.896, 0.135], [0.045, 3.684, -0.038], [0.463, 2.489, 2.316], [3.426, 0.936, -0.510], [2.162, 3.026, -1.608], [-2.020, -0.229, 1.619], [-2.306, 1.056, 1.078], [-2.661, 0.875, -0.281], [-2.337, 1.997, 1.636], [-2.530, -0.501, -0.609], [-2.203, -1.201, 0.598], [-2.262, -2.274, 0.757], [-1.822, -0.448, 2.661], [-3.197, 1.613, -0.861], [-2.708, -0.949, -1.584], [-0.410, -1.106, -3.378], [-0.567, -0.358, -4.665], [0.094, -1.073, -5.864], [-0.037, 0.622, -4.711], [-1.602, -0.050, -4.844], [1.035, -2.101, -5.208], [0.680, -0.368, -6.475], [-0.624, -1.576, -6.510], [0.823, -1.960, -3.658], [2.098, -1.886, -5.423], [0.837, -3.149, -5.494], [1.699, -1.497, -3.124], [0.666, -2.930, -3.146], [1.433, -3.270, 6.201], [1.014, -2.123, 5.326], [0.611, -0.943, 5.933], [0.227, 0.164, 5.178], [-0.199, 1.406, 5.902], [0.254, 0.064, 3.788], [0.641, -1.131, 3.109], [1.039, -2.213, 3.930], [0.608, -1.191, 1.716], [1.083, -2.382, 0.965], [2.545, -2.686, 1.293], [0.193, -3.591, 1.288], [1.008, -2.089, -0.556], [2.398, -3.072, 6.689], [0.703, -3.430, 7.005], [1.529, -4.204, 5.643], [0.584, -0.877, 7.027], [-1.082, 1.215, 6.523], [0.590, 1.744, 6.585], [-0.434, 2.225, 5.219], [-0.084, 0.929, 3.209], [1.345, -3.165, 3.514], [2.703, -2.853, 2.361], [2.843, -3.590, 0.743], [3.185, -1.847, 0.994], [-0.787, -3.488, 0.806], [0.687, -4.505, 0.925], [-0.002, -3.671, 2.364], [-0.042, -1.962, -0.943], [1.686, -1.249, -0.854], [1.377, -2.964, -1.107]],
  "s2": 6.005,
  "gap_ev": [6.482, 6.507],
  "max_force_ev_per_a": 3.5,
  "lumo_energy_ev": [0.2994, 0.3005],
  "multiplicity": 5,
  "total_energy_ev": -64272.152,
  "e_homo_ev": [-6.182, -6.206]
}

No. 2
{
  "formula": "C4H5NS2",
  "method": "ωB97M-V with the def2-TZVPD basis set",
  "elements": ["C", "C", "S", "C", "N", "S", "C", "H", "H", "H", "H", "H"],
  "xyz": [[-0.236, 1.443, -0.164], [1.038, 0.985, -0.302], [1.887, -0.603, 0.202], [0.770, -2.089, -0.026], [-0.450, -2.107, -0.250], [-1.654, -0.936, -0.057], [-1.090, 0.568, 0.547], [-0.496, 2.151, -1.033], [1.423, 1.737, -0.903], [1.468, -2.866, -0.071], [-2.047, 1.083, 0.608], [-0.613, 0.633, 1.449]],
  "smiles": "C1=CSC=NSC1",
  "e_above_lowest_kcal_mol": 85.90,
  "gap_ev": 8.886,
  "max_force_ev_per_a": 5.0,
  "lumo_energy_ev": 0.5402,
  "total_energy_ev": -27385.991,
  "e_homo_ev": -8.345
}

No. 3
{
  "formula": "C8H10N2OS",
  "method": "ωB97M-V with the def2-TZVPD basis set",
  "elements": ["C", "C", "C", "C", "C", "N", "S", "H", "H", "H", "H", "H", "C", "C", "N", "C", "O", "H", "H", "H", "H", "H"],
  "xyz": [[-0.088, 1.995, 1.545], [0.833, 1.177, 0.800], [1.676, 0.243, 0.594], [2.212, -1.132, 0.947], [2.290, -1.823, -0.309], [2.375, -2.206, -1.393], [2.032, 1.403, -0.811], [0.234, 1.846, 2.647], [-1.086, 1.673, 1.423], [0.080, 3.090, 1.271], [1.423, -1.681, 1.524], [3.343, -1.116, 1.341], [-1.630, 0.517, -1.776], [-0.925, -0.746, -1.342], [-1.246, -1.209, -0.006], [-2.026, -1.162, 0.872], [-2.751, -1.316, 1.777], [-2.707, 0.525, -1.388], [-1.009, 1.394, -1.482], [-1.778, 0.525, -2.802], [-1.411, -1.518, -1.929], [0.161, -0.479, -1.503]],
  "smiles": "CC1=C(CC#N)S1.CCN=C=O",
  "e_above_lowest_kcal_mol": 83.47,
  "gap_ev": 8.668,
  "max_force_ev_per_a": 3.2,
  "lumo_energy_ev": 0.4398,
  "total_energy_ev": -24317.244,
  "e_homo_ev": -8.228
}